# 1
ORCA calculation (ωB97M-V with the def2-TZVPD basis set) on a structure of composition ClH36NiO18 in a non-equilibrium geometry.

As for the total charge: +1. Its spin multiplicity is 3. Its highest occupied orbital energy (alpha / beta) is -0.4205 / -0.4186 Ha. As for the HOMO-LUMO gap (alpha / beta): 8.457 / 8.408 eV.

Atoms and positions in Å:
Ni1 25.716 9.338 5.636
Cl1 26.300 8.231 7.806
O1 27.479 6.641 1.882
O2 24.278 7.123 2.360
O3 28.622 9.817 9.716
O4 27.286 11.372 2.237
O5 27.600 9.325 4.764
O6 23.436 12.051 2.630
O7 25.277 7.420 4.798
O8 30.101 10.580 4.891
O9 24.639 13.803 6.852
O10 23.765 9.611 6.319
O11 25.682 4.942 5.980
O12 26.207 11.218 6.581
O13 26.147 11.901 9.262
O14 22.384 11.956 6.015
O15 28.840 5.864 6.684
O16 25.333 10.420 3.896
O17 23.858 7.375 10.456
O18 29.077 7.180 3.950
H1 26.390 11.497 10.096
H2 26.028 10.892 3.438
H3 28.071 9.166 9.283
H4 23.292 10.443 6.320
H5 23.964 7.683 9.556
H6 25.054 7.210 1.806
H7 30.202 10.911 3.999
H8 24.529 10.880 3.653
H9 22.811 12.807 6.114
H10 25.895 4.639 6.863
H11 23.106 8.960 6.561
H12 27.473 12.298 2.387
H13 27.553 7.397 1.299
H14 29.702 6.508 3.678
H15 23.871 8.173 10.985
H16 28.002 10.415 10.134
H17 24.641 13.847 7.808
H18 29.793 11.334 5.394
H19 25.922 12.129 6.504
H20 28.158 10.001 4.380
H21 26.293 11.073 7.523
H22 21.545 12.156 5.600
H23 24.228 14.623 6.575
H24 25.116 7.245 3.871
H25 25.274 12.262 9.416
H26 28.096 6.002 1.525
H27 23.551 7.039 1.742
H28 28.150 8.541 4.778
H29 29.191 6.172 5.849
H30 23.449 12.245 1.693
H31 25.371 6.553 5.193
H32 26.431 4.674 5.447
H33 22.512 11.911 2.834
H34 27.183 11.299 1.288
H35 28.218 6.542 6.948
H36 28.442 7.221 3.235

# 2
ORCA calculation (ωB97M-V with the def2-TZVPD basis set) on a structure of composition C15H35O17P2V in a non-equilibrium geometry.

As for the total charge: +1. Its relative energy (zero: lowest compared OMol25 entry of this formula, charge and spin) is 255.4 kJ/mol. Its spin multiplicity is 2. Its highest occupied orbital energy (alpha / beta) is -0.4651 / -0.4651 Ha. As for the HOMO-LUMO gap (alpha / beta): 7.880 / 3.040 eV.

Atoms and positions in Å:
V1 5.389 2.724 1.654
P1 1.493 0.785 -4.905
P2 0.596 -4.129 0.155
O1 -2.441 0.487 -1.887
O2 1.838 0.987 0.635
O3 1.684 -0.334 -3.736
O4 0.152 -3.213 1.404
O5 -0.688 -3.936 -0.828
O6 -0.201 0.753 3.021
O7 -0.042 0.591 -5.351
O8 2.597 0.679 -5.921
O9 6.508 3.390 0.720
O10 -2.050 1.100 0.328
O11 -1.314 0.695 4.992
O12 3.315 1.744 2.075
O13 0.933 -5.548 0.475
O14 1.438 2.200 -4.092
O15 1.735 -3.159 -0.540
O16 5.857 2.855 3.166
O17 3.857 1.810 0.050
C1 -1.376 2.290 -0.003
C2 -2.585 0.331 -0.639
C3 -3.471 -0.805 -0.096
C4 0.834 -0.233 -2.582
C5 2.506 2.570 -3.238
C6 -0.400 1.131 4.140
C7 -1.770 3.359 1.013
C8 3.009 1.521 0.916
C9 2.095 -3.450 -1.869
C10 -1.802 -4.726 -0.519
C11 -0.362 0.523 -6.762
C12 -0.222 -1.847 1.156
C13 -3.258 -0.629 5.513
C14 -2.151 -0.352 4.528
C15 0.341 2.391 4.603
H1 1.586 0.883 1.556
H2 0.358 0.735 -2.426
H3 -0.322 2.071 0.167
H4 2.117 3.023 -2.326
H5 -1.389 2.980 1.962
H6 -1.835 -5.534 -1.249
H7 3.179 1.769 -2.933
H8 -0.658 -0.514 -6.921
H9 2.262 -2.578 -2.501
H10 -2.859 -0.866 6.499
H11 -2.563 -0.003 3.581
H12 -2.845 3.482 1.150
H13 3.090 -3.893 -1.815
H14 3.132 3.294 -3.759
H15 1.225 2.633 4.013
H16 1.333 -0.469 -1.642
H17 -1.194 1.216 -6.894
H18 -1.222 -1.661 1.548
H19 0.384 0.882 -7.470
H20 -0.400 3.191 4.615
H21 -4.318 -0.856 -0.779
H22 -3.944 -1.410 5.182
H23 -0.298 -1.412 0.159
H24 -3.844 0.271 5.699
H25 -0.051 -0.854 -2.717
H26 0.465 -1.186 1.684
H27 -1.151 4.216 0.747
H28 -3.796 -0.546 0.912
H29 0.661 2.308 5.642
H30 -2.933 -1.753 -0.073
H31 1.379 -4.083 -2.393
H32 -1.525 -1.237 4.423
H33 -1.474 2.636 -1.033
H34 -2.700 -4.124 -0.659
H35 -1.893 -5.165 0.474

# 3
ORCA calculation (ωB97M-V with the def2-TZVPD basis set) on the molecule HNO4S in a non-equilibrium geometry.

The SMILES is O=S(#[N+][O-])OO. Its relative energy (zero: lowest compared OMol25 entry of this formula, charge and spin) is 362.8 kJ/mol. Its highest occupied orbital energy (alpha / beta) is -0.3634 / -0.3624 Ha. As for the HOMO-LUMO gap (alpha / beta): 8.123 / 8.120 eV.

Atoms and positions in Å:
S1 0.192 -0.804 0.080
O1 2.298 0.771 -0.224
O2 -1.097 0.236 -0.460
O3 -1.795 0.503 0.720
O4 0.241 -1.981 -0.658
N1 1.322 0.225 -0.751
H1 -1.160 1.050 1.293

# 4
ORCA calculation (ωB97M-V with the def2-TZVPD basis set) on a structure of composition C13H16F6N7O2Re in a non-equilibrium geometry.

As for the total charge: +3. Its spin multiplicity is 2. Its highest occupied orbital energy (alpha / beta) is -0.7025 / -0.7006 Ha. As for the HOMO-LUMO gap (alpha / beta): 5.895 / 6.342 eV.

Atoms and positions in Å:
Re1 0.365 -0.323 -0.373
F1 1.242 3.320 1.397
F2 1.131 1.767 -1.324
F3 2.609 3.331 -0.889
F4 1.591 1.715 2.792
F5 0.173 1.425 1.184
F6 3.220 1.394 -1.637
O1 -1.493 -0.383 -1.236
O2 2.112 0.099 0.385
N1 2.028 -2.311 -3.610
N2 0.285 -3.399 -4.617
N3 0.911 -1.499 -1.921
N4 0.060 -2.194 -2.661
N5 0.756 -2.664 -3.655
N6 -0.004 -1.921 0.967
N7 -3.096 -1.254 0.083
C1 -1.225 -2.157 1.496
C2 -3.605 -0.837 -2.246
C3 1.025 -2.715 1.311
C4 -1.454 -3.282 2.275
C5 2.414 2.054 -0.821
C6 -0.401 -4.127 2.607
C7 -2.331 -1.131 1.312
C8 2.490 1.395 0.597
C9 1.409 2.038 1.538
C10 3.889 1.591 1.183
C11 2.128 -1.588 -2.534
C12 0.872 -3.809 2.144
C13 -2.674 -0.812 -1.094
H1 -4.040 -1.620 0.157
H2 1.997 -2.460 0.905
H3 -0.566 -4.996 3.229
H4 4.143 2.650 1.222
H5 3.938 1.175 2.188
H6 -3.586 0.127 -2.755
H7 -0.689 -3.678 -4.628
H8 4.614 1.079 0.552
H9 -4.626 -1.067 -1.954
H10 3.041 -1.129 -2.202
H11 1.731 -4.404 2.418
H12 -2.447 -3.488 2.645
H13 0.933 -3.704 -5.341
H14 -3.286 -1.572 -2.985
H15 -3.026 -1.222 2.150
H16 -1.896 -0.121 1.366

# 5
ORCA calculation (ωB97M-V with the def2-TZVPD basis set) on a structure of composition C56H52BrHfN2O2P2S in a non-equilibrium geometry.

As for the total charge: +3. Its relative energy (zero: lowest compared OMol25 entry of this formula, charge and spin) is 43.6 kJ/mol. Its highest occupied orbital energy is -0.5621 Ha. As for the HOMO-LUMO gap: 6.798 eV.

Atoms and positions in Å:
Hf1 0.115 -0.229 0.531
Br1 -0.323 -2.864 1.346
S1 -2.595 -0.577 -0.331
P1 -0.230 -1.531 -2.071
P2 -1.648 0.297 2.540
O1 -1.572 0.651 -0.304
O2 1.276 -0.575 2.023
N1 2.074 0.395 -0.500
N2 6.676 0.957 -3.143
C1 0.463 0.646 -3.645
C2 -1.903 -1.195 -2.779
C3 -1.475 4.222 3.749
C4 -1.836 2.886 3.674
C5 2.322 1.502 -1.212
C6 3.679 -4.725 6.347
C7 -0.790 -4.172 -2.863
C8 -0.478 -5.520 -2.961
C9 -5.742 0.359 2.762
C10 -0.761 0.006 5.157
C11 3.448 -0.150 4.070
C12 -3.882 -0.117 0.786
C13 -0.270 2.592 1.893
C14 -1.183 -1.953 6.482
C15 -4.142 -0.212 -2.641
C16 4.154 0.314 2.792
C17 -0.587 -0.712 6.331
C18 2.671 -0.573 -4.804
C19 1.252 -3.803 -1.640
C20 4.511 -0.336 5.153
C21 -5.228 -0.284 0.503
C22 -2.070 -1.297 -4.157
C23 -2.144 -1.777 4.289
C24 2.332 0.724 -5.153
C25 -1.540 -0.526 4.131
C26 -4.385 0.463 3.046
C27 1.285 -3.907 3.474
C28 -1.235 2.047 2.734
C29 3.517 1.707 -1.873
C30 -4.282 -0.357 -4.017
C31 4.245 -0.433 -1.049
C32 1.567 -5.144 -1.752
C33 2.480 0.939 4.547
C34 1.019 -2.786 2.730
C35 1.341 -5.492 6.010
C36 1.903 -1.276 -3.883
C37 1.224 1.333 -4.574
C38 2.692 -1.454 3.819
C39 4.486 0.711 -1.808
C40 0.793 -0.668 -3.303
C41 0.101 3.923 1.950
C42 2.961 -2.602 4.569
C43 0.700 -6.004 -2.414
C44 -6.161 -0.028 1.502
C45 5.713 0.853 -2.535
C46 2.292 -3.812 4.440
C47 1.675 -1.568 2.869
C48 2.617 -5.031 5.295
C49 -1.965 -2.484 5.462
C50 -3.260 -0.917 -4.765
C51 -3.422 0.221 2.072
C52 -2.979 -0.669 -2.045
C53 3.037 -0.545 -0.401
C54 -0.515 4.741 2.892
C55 0.078 -3.301 -2.206
C56 3.127 -6.149 4.382
H1 -2.766 -2.194 3.506
H2 -2.442 -3.444 5.590
H3 1.691 1.144 3.823
H4 3.443 0.666 2.048
H5 3.371 -3.927 7.021
H6 0.944 -4.705 6.651
H7 1.529 2.238 -1.274
H8 0.739 -4.822 3.318
H9 -1.154 -6.189 -3.470
H10 2.918 1.256 -5.888
H11 1.940 -3.143 -1.115
H12 3.851 -5.613 6.953
H13 0.562 -5.790 5.311
H14 4.032 -5.848 3.857
H15 -0.241 5.784 2.957
H16 0.006 -0.294 7.130
H17 -1.945 4.864 4.480
H18 4.822 1.142 3.024
H19 -1.713 -3.818 -3.297
H20 -7.214 -0.143 1.291
H21 -1.256 -1.662 -4.770
H22 5.272 -1.060 4.867
H23 2.382 -6.440 3.643
H24 3.029 1.864 4.714
H25 -6.467 0.555 3.538
H26 3.521 -1.053 -5.267
H27 4.635 -4.453 5.901
H28 -5.187 -0.019 -4.501
H29 2.161 -2.298 -3.648
H30 2.484 -5.524 -1.325
H31 3.735 -2.536 5.314
H32 0.854 4.319 1.287
H33 2.827 -1.410 0.221
H34 4.757 -0.485 2.360
H35 -3.374 -1.032 -5.832
H36 -0.291 0.974 5.048
H37 0.256 1.990 1.121
H38 -1.053 -2.504 7.401
H39 3.679 2.609 -2.442
H40 -5.571 -0.638 -0.457
H41 0.943 -7.053 -2.501
H42 1.559 -6.355 6.635
H43 4.078 -0.647 6.102
H44 2.017 0.655 5.492
H45 -0.413 1.124 -3.218
H46 0.947 2.338 -4.860
H47 3.360 -7.032 4.973
H48 5.012 0.616 5.320
H49 -2.580 2.499 4.357
H50 -4.923 0.274 -2.077
H51 -4.076 0.703 4.055
H52 4.987 -1.214 -0.965

| no. | molar mass (g/mol) |
| --- | --- |
| 1 | 418.42 |
| 2 | 600.32 |
| 3 | 111.08 |
| 4 | 602.51 |
| 5 | 1137.45 |